{"formula": "C25H27BBrIO3P", "method": "wB97M-V/def2-TZVPD", "total_charge": -1, "total_energy_ev": -120618.0164, "homo_energy_ev": -4.0430, "gap_ev": 5.94, "max_force_ev_per_a": 2.2, "spin_multiplicity": 1, "species": ["O", "B", "O", "C", "I", "P", "O", "Br", "H", "H", "H", "C", "C", "C", "C", "C", "C", "H", "H", "H", "H", "H", "H", "C", "C", "C", "C", "C", "C", "H", "H", "H", "H", "H", "H", "C", "C", "C", "C", "C", "C", "H", "H", "H", "H", "H", "H", "C", "C", "C", "C", "C", "C", "H", "H", "H", "H", "H", "H"], "xyz": [[-4.4412, -2.3412, -8.6906], [-4.0805, -0.9619, -8.5539], [-3.1663, -0.4015, -9.4681], [-4.7137, -0.1575, -7.3391], [-3.1677, 1.2832, -6.7152], [-6.1636, 0.8210, -7.8406], [-7.3308, -0.3290, -8.3352], [-5.6744, 1.9008, -9.8577], [-5.3898, -2.3708, -8.6547], [-3.6164, 0.1973, -10.0548], [-6.8791, -1.1121, -8.6496], [1.6446, -1.7142, -3.3480], [1.6598, -2.0548, -4.6947], [0.6242, -1.6465, -5.5267], [-0.4236, -0.8901, -5.0154], [-0.4366, -0.5473, -3.6698], [0.5946, -0.9620, -2.8353], [2.4502, -2.0350, -2.6978], [2.4790, -2.6394, -5.0959], [0.6325, -1.9165, -6.5750], [-1.2299, -0.5659, -5.6636], [-1.2526, 0.0436, -3.2726], [0.5808, -0.6982, -1.7839], [3.7401, 0.8511, 1.9953], [3.7573, 0.5117, 0.6483], [2.7225, 0.9190, -0.1843], [1.6746, 1.6739, 0.3278], [1.6589, 2.0155, 1.6738], [2.6890, 1.6006, 2.5086], [4.5445, 0.5296, 2.6454], [4.5763, -0.0721, 0.2475], [2.7318, 0.6480, -1.2327], [0.8701, 1.9935, -0.3224], [0.8416, 2.6023, 2.0734], [2.6708, 1.8616, 3.5589], [-0.1033, -0.8925, 4.0181], [-1.1347, -1.5949, 4.6285], [-1.9054, -2.4816, 3.8871], [-1.6394, -2.6716, 2.5366], [-0.6060, -1.9713, 1.9272], [0.1599, -1.0791, 2.6669], [0.4954, -0.1977, 4.5951], [-1.3388, -1.4504, 5.6824], [-2.7135, -3.0244, 4.3612], [-2.2379, -3.3648, 1.9594], [-0.3984, -2.1198, 0.8749], [0.9615, -0.5297, 2.1918], [1.2557, 2.1319, 8.6865], [1.9173, 3.2902, 8.2990], [2.7717, 3.2698, 7.2042], [2.9578, 2.0918, 6.4921], [2.2941, 0.9340, 6.8773], [1.4457, 0.9528, 7.9768], [0.5917, 2.1477, 9.5413], [1.7668, 4.2095, 8.8506], [3.2912, 4.1712, 6.9051], [3.6208, 2.0762, 5.6366], [2.4386, 0.0164, 6.3204], [0.9320, 0.0494, 8.2798]], "forces_ev_per_a": [[0.85, 1.25, -0.93], [0.04, 0.07, 0.53], [-0.10, -1.69, 0.76], [-0.76, 0.60, -1.68], [-0.71, -0.03, -0.04], [0.24, -1.03, 1.96], [1.19, 0.91, 0.21], [0.10, 0.09, -0.98], [-0.56, -0.51, 0.61], [-0.28, 0.81, -0.22], [-0.08, -0.38, -0.24], [-0.01, 0.02, 0.01], [-0.03, 0.02, -0.01], [0.04, 0.01, 0.12], [-0.01, -0.06, -0.08], [0.06, -0.03, 0.03], [0.00, 0.01, -0.03], [-0.01, -0.01, 0.00], [-0.01, -0.01, 0.01], [-0.02, 0.02, 0.00], [0.07, -0.03, 0.07], [-0.02, -0.01, -0.04], [0.00, -0.01, 0.00], [-0.05, 0.01, 0.00], [-0.04, 0.00, 0.03], [0.02, -0.01, 0.00], [0.02, -0.01, 0.02], [0.04, 0.04, -0.01], [0.03, 0.03, -0.06], [0.00, 0.00, 0.00], [-0.01, 0.00, 0.00], [-0.01, 0.01, 0.00], [0.00, -0.01, 0.00], [-0.01, -0.02, 0.01], [-0.03, 0.01, 0.00], [-0.02, -0.03, -0.03], [0.00, 0.00, -0.03], [0.05, 0.01, -0.03], [0.02, 0.03, 0.04], [-0.02, -0.01, 0.05], [0.00, -0.07, 0.00], [-0.01, 0.02, -0.01], [-0.01, 0.01, -0.01], [0.00, 0.00, 0.00], [0.00, 0.01, -0.01], [-0.01, 0.01, 0.00], [0.01, -0.02, -0.01], [0.03, -0.01, -0.04], [0.01, -0.04, -0.01], [-0.03, -0.04, 0.00], [-0.03, 0.00, 0.05], [0.01, 0.01, 0.00], [0.01, 0.05, -0.01], [0.00, 0.00, 0.00], [0.00, 0.00, 0.00], [-0.01, 0.00, -0.01], [0.03, 0.00, 0.02], [0.01, 0.00, 0.01], [0.00, 0.00, -0.01]]}